The following is a DFT calculation (ωB97M-V/def2-TZVPD) of a structure of composition C6H14ClCrI2NO2P at a distorted geometry.

Cartesian coordinates (Å):
I -0.539 -2.594 0.150
I -0.594 2.325 0.026
Cr 0.451 -0.127 0.340
P 0.453 -0.164 -2.072
C -1.185 -0.176 -2.857
C 1.300 1.256 -2.811
H 2.276 -1.706 -2.280
H 1.453 -1.406 -3.852
H 0.714 -2.504 -2.625
C 1.307 -1.596 -2.780
H 2.274 1.371 -2.324
H 1.432 1.050 -3.883
H -1.033 -0.169 -3.947
H -1.754 0.711 -2.554
H 0.710 2.167 -2.661
H -1.736 -1.078 -2.564
C -1.670 -0.216 0.352
O -2.832 -0.174 0.319
Cl 2.654 -0.126 0.187
C 0.144 -0.172 4.770
C -0.262 0.281 3.396
N -1.378 1.052 3.325
O 0.396 -0.068 2.399
H -0.438 0.310 5.549
H 1.205 0.053 4.903
H 0.015 -1.257 4.834
H -1.562 1.577 2.471
H -1.800 1.379 4.186

## Properties
Strongest force on any atom: 0.091 hartree/bohr
Lowest unoccupied orbital energy (spin up / spin down): -10.850 / -11.822 eV
Charge: +2
Energy above the lowest of the compared OMol25 structures with the same formula, charge and spin: 0.173 eV
2S+1: 4

The following is a DFT calculation (ωB97M-V/def2-TZVPD) of the ion C6H14ClN2O with charge +1 at a distorted geometry.

Cartesian coordinates (Å):
C 0.433 1.128 1.591
C 1.087 -1.087 -0.687
C -0.074 1.207 -2.689
C -1.588 -1.452 1.855
C -0.095 -0.084 -0.520
C 0.296 1.178 -1.236
N -0.261 0.214 0.953
N -0.043 1.572 2.728
O -1.493 -0.105 1.472
Cl -0.316 2.740 -0.513
H 1.296 1.639 1.105
H 1.903 -1.189 0.166
H 1.767 -0.720 -1.620
H 0.801 -2.027 -1.117
H -1.094 1.198 -3.071
H 0.397 0.381 -3.178
H 0.364 2.077 -3.153
H -2.558 -1.778 1.880
H -0.987 -1.697 2.699
H -1.224 -2.152 1.017
H -0.969 -0.587 -0.846
H 1.315 1.524 -1.159
H 0.493 2.311 3.143
H -0.978 1.234 2.987

## Properties
Strongest force on any atom: 0.146 hartree/bohr
Lowest unoccupied orbital energy (spin up / spin down): -2.543 / -7.615 eV
Charge: +1
2S+1: 3

The following is a DFT calculation (ωB97M-V/def2-TZVPD) of the molecule C6H14ClN2P at a distorted geometry.

Cartesian coordinates (Å):
C -0.406 -0.098 -3.012
P -0.503 1.251 -1.996
Cl -1.080 3.096 -2.268
N 0.987 1.474 -1.271
C 1.244 0.311 -0.382
C 0.135 -0.098 0.657
C 0.069 1.045 1.766
C 0.593 -1.480 1.237
C -1.256 -0.344 -0.022
N -1.593 0.961 -0.739
H -1.211 -0.622 -3.614
H 0.365 0.045 -3.730
H 1.088 2.282 -0.645
H 2.209 0.401 0.257
H 1.430 -0.612 -1.070
H -0.887 0.935 2.317
H -0.045 1.993 1.185
H 1.038 0.954 2.396
H 1.603 -1.662 1.072
H 0.050 -2.297 0.850
H 0.480 -1.459 2.267
H -1.229 -1.145 -0.737
H -2.110 -0.652 0.711
H -2.543 1.159 -1.091

## Properties
Strongest force on any atom: 0.062 hartree/bohr
Lowest unoccupied orbital energy: 0.751 eV
Charge: 0
Energy above the lowest of the compared OMol25 structures with the same formula, charge and spin: 0.502 eV

The following is a DFT calculation (ωB97M-V/def2-TZVPD) of a cluster of 2 separate species, C6H14F2NO3P in total at a distorted geometry.

Cartesian coordinates (Å):
C -2.951 0.485 -0.196
C -1.107 -0.890 0.285
C -1.363 1.064 1.594
C 2.820 -2.229 -1.094
C -0.814 1.261 -0.705
C 1.583 1.071 -0.532
N -1.590 0.458 0.273
O 3.725 0.028 0.496
O 1.469 -0.284 1.885
O 1.903 -1.663 -0.137
F 1.906 0.937 -1.836
F 1.633 2.359 -0.121
P 2.268 -0.279 0.681
H -3.318 -0.150 0.626
H -3.315 1.521 -0.192
H -3.032 -0.148 -1.103
H -0.117 -0.909 0.601
H -1.709 -1.464 0.844
H -1.162 -1.172 -0.792
H -0.394 0.793 2.027
H -1.231 2.256 1.368
H -2.234 0.728 2.274
H 2.372 -1.956 -1.967
H 2.732 -3.365 -1.007
H 3.916 -1.871 -1.105
H -0.877 2.254 -0.444
H -1.113 1.165 -1.723

## Properties
Strongest force on any atom: 0.084 hartree/bohr
Lowest unoccupied orbital energy (spin up / spin down): 0.124 / 0.124 eV
Charge: 0
Energy above the lowest of the compared OMol25 structures with the same formula, charge and spin: 4.040 eV